DFT (wB97M-V/def2-TZVPD) results for 14 unconnected molecules or ions with the total composition C72H70F8N6 at a distorted geometry.

```
156
Properties=species:S:1:pos:R:3:forces:R:3:mulliken_charge:R:1
N -0.022128 -0.562914 6.428113 0.4856 -0.2720 0.1650 -0.0790
C 0.505692 -1.701464 5.812403 -0.9400 1.0384 0.2040 -1.0114
C -0.029698 -1.736674 4.537153 -0.0877 0.3775 0.2215 -0.9516
C -0.882538 -0.610574 4.387073 -0.1645 1.3184 1.6128 1.0111
C -0.853658 0.132106 5.603063 0.5707 -1.7022 -1.8240 -1.1296
H 0.251562 -0.204494 7.331843 -0.0083 -0.3516 -0.1336 0.2271
H 1.078872 -2.393384 6.411653 0.1297 0.0658 -0.3257 0.4423
H 0.169542 -2.445064 3.746663 -0.0219 -0.1812 0.2785 0.8430
H -1.500758 -0.329744 3.547223 0.2116 -0.1382 0.0251 -0.0853
H -1.262588 1.086686 5.899653 -0.1598 -0.2048 -0.0752 0.6550
N 4.584372 -1.261224 -4.743717 1.2460 1.0121 0.5937 0.2577
C 3.684522 -1.359174 -3.772847 -2.7448 -1.4766 -0.4818 -0.9322
C 4.272072 -1.292704 -2.552577 -0.8511 -0.7398 1.6706 0.1391
C 5.631522 -1.068084 -2.726267 0.5542 0.1096 -2.1307 -1.0640
C 5.762692 -0.983114 -4.115137 2.1434 -0.3500 -0.7333 -0.7975
H 4.353082 -1.381794 -5.719447 0.4118 0.3927 0.1963 0.2416
H 2.728602 -1.672304 -4.165997 -0.4540 0.1680 0.8796 0.6003
H 3.847302 -1.536744 -1.590067 -0.4121 0.1720 -0.1934 0.7784
H 6.409792 -1.040544 -1.977987 -0.0806 0.2575 -0.1687 0.5208
H 6.606672 -0.776774 -4.756647 0.2677 -0.0775 0.3363 0.3466
N 1.055172 -5.947234 1.063383 1.2562 -1.7175 0.1414 0.2885
C 1.758332 -5.904614 2.287503 -1.9565 1.2416 -2.0033 -0.9984
C 1.764302 -4.544454 2.554393 0.8210 -1.1658 2.1642 -0.6151
C 1.165042 -3.817584 1.524773 0.1972 1.0029 -0.0598 1.1025
C 0.811392 -4.716474 0.570443 -1.0262 -0.3543 -0.2815 -1.8459
H 0.849362 -6.790524 0.547043 0.1529 0.1333 0.0779 0.2507
H 1.967372 -6.826244 2.810273 0.1830 0.3538 0.0920 0.4173
H 2.070062 -4.200114 3.531293 0.2255 0.4288 -0.1886 0.3750
H 0.982692 -2.753234 1.507323 0.3184 -0.1006 -0.0643 0.4106
H 0.275422 -4.623824 -0.362597 0.1133 0.1421 0.0613 0.4234
N 4.787172 1.859306 -2.993677 -0.0525 2.2592 -0.3891 0.0368
C 5.959032 2.458896 -2.569087 -1.4287 -0.4135 0.5043 -0.4527
C 5.601452 3.729626 -2.198267 1.3128 2.0220 0.2587 -0.9218
C 4.279212 4.075556 -2.538737 -0.3759 -3.6289 -0.9065 -0.4854
C 3.793172 2.843926 -3.056107 0.1574 0.1059 0.3423 -0.4399
H 4.799202 0.910976 -3.340977 -0.5028 0.2517 -0.0387 0.6476
H 6.847712 1.847416 -2.516767 0.0536 0.3821 0.2157 0.4033
H 6.194232 4.530476 -1.781537 0.6892 -0.4291 0.0696 0.3786
H 3.780732 5.025046 -2.410777 -0.0536 -0.2408 -0.0501 0.5459
H 2.836572 2.580176 -3.482447 -0.0110 0.0620 0.0936 0.3497
N -1.572008 -5.239724 2.645253 -2.5413 -0.6756 -0.3359 0.1160
C -2.751168 -4.492244 2.500853 0.6807 -1.1212 0.1998 -0.4689
C -3.829648 -5.372424 2.664613 0.2091 3.4439 -0.7929 -0.2230
C -3.331308 -6.620874 2.860933 0.6364 -2.4422 0.0042 -0.9879
C -1.961158 -6.574374 2.806123 1.1104 1.1358 0.0302 -0.3550
H -0.653398 -4.925144 2.367233 -0.0931 0.0041 0.2549 0.7179
H -2.687818 -3.448134 2.232103 -0.2001 -0.0379 0.2023 0.3434
H -4.861208 -5.086674 2.520983 0.1104 -0.0762 0.3022 0.3225
H -3.953358 -7.501504 2.923883 0.2673 -0.1278 0.1877 0.3845
H -1.176808 -7.316334 2.832533 -0.2993 -0.1475 0.1858 0.4033
N -3.110358 2.576106 -1.087607 -0.7193 -0.0293 -0.4759 0.8494
C -3.936358 2.440726 -0.018957 -0.9126 0.3586 0.5236 -0.5318
C -5.264308 2.621786 -0.453667 1.4929 -0.5470 1.0902 -0.8070
C -5.206438 2.769036 -1.841187 -0.1603 0.7612 0.1270 -0.6887
C -3.878208 2.814436 -2.193117 0.0365 -0.7878 -1.1609 -0.8057
H -2.108568 2.448866 -1.069477 -0.3332 0.2141 -0.0558 -0.0705
H -3.482598 2.255326 0.943403 -0.3399 0.0615 0.0863 0.6062
H -6.174158 2.658266 0.127073 0.2432 -0.2087 0.1930 0.4503
H -6.117828 2.927996 -2.398407 0.4187 -0.0147 -0.5341 0.4219
H -3.457848 2.782876 -3.187447 0.1522 0.2943 0.1212 0.4657
F -0.786058 4.355336 -2.039277 0.8954 0.2847 0.3544 -0.1944
C 0.268202 5.101456 -1.597537 1.3887 2.2093 -0.0330 -0.0911
C 0.936592 4.811846 -0.369377 -2.4619 -1.1075 -1.9987 0.7148
C 1.940772 5.605176 0.049203 1.3431 1.9455 0.2147 -0.2379
C 2.283082 6.786056 -0.642677 0.2768 -0.9222 0.0957 -0.9362
C 1.680152 7.093466 -1.843067 -0.4247 -0.6292 -0.0149 -0.3753
C 0.678782 6.257106 -2.361557 -0.5289 -1.7168 1.1933 -0.6716
H 0.595492 3.963736 0.205753 0.0873 -0.1619 0.0404 0.1400
H 2.492492 5.365246 0.946103 -0.0655 -0.0857 0.1544 0.3715
H 3.115662 7.395056 -0.322797 -0.0442 0.0406 0.2870 0.3707
H 2.036512 7.970116 -2.363537 -0.2516 0.0119 -0.2927 0.3896
H 0.219662 6.446836 -3.320517 -0.1323 0.0585 0.0051 0.4472
F -4.831028 -1.860124 2.093883 0.1386 0.2718 1.1616 -0.0888
C -5.130988 -2.055404 0.823373 -0.2798 -0.9968 -2.6627 -0.1806
C -5.803148 -3.272354 0.451153 1.3281 2.7827 0.3128 -0.5766
C -5.975558 -3.433314 -0.911497 -0.1285 0.7559 -0.9547 -0.5783
C -5.526128 -2.489784 -1.864527 0.9043 0.8107 0.9119 -0.6856
C -4.851278 -1.266144 -1.481437 -1.0818 -3.3663 -0.2229 -0.6008
C -4.653028 -1.103784 -0.129057 -0.3129 -0.4356 1.1180 0.3634
H -6.098158 -3.976204 1.215333 -0.1205 0.0146 -0.1578 0.4917
H -6.528038 -4.283234 -1.284047 0.1581 -0.2524 -0.0102 0.3738
H -5.562788 -2.780374 -2.904047 -0.3010 0.2036 -0.1345 0.3393
H -4.374798 -0.647404 -2.227447 -0.2319 0.2783 0.0948 0.5042
H -4.082068 -0.239254 0.175883 -0.0765 0.0063 0.5067 0.6548
F -3.508748 0.998676 3.019863 -0.3342 -0.4290 0.4935 0.2956
C -4.428488 0.902996 4.036283 -0.1871 1.7414 -0.3690 0.3324
C -5.257558 2.019176 4.227713 0.0139 -0.2638 0.0824 -0.4902
C -6.188848 1.969236 5.243913 0.2584 -1.4841 1.1122 -0.5742
C -6.227258 0.833146 6.083973 -0.2257 0.5833 -0.3631 -0.5421
C -5.347298 -0.233154 5.897353 -1.5764 0.7243 0.9932 -0.8720
C -4.470498 -0.188354 4.867363 1.3514 -0.6303 -1.4236 -0.2639
H -5.241758 2.942926 3.668403 0.5058 -0.2485 -0.5276 0.4262
H -6.855768 2.789516 5.464733 -0.0034 0.0959 -0.2187 0.4135
H -6.991008 0.821356 6.847493 0.1010 -0.1826 0.2285 0.3676
H -5.369428 -1.102764 6.537423 -0.0900 -0.0022 0.0694 0.4238
H -3.837848 -1.043914 4.682543 0.2525 0.0855 -0.1251 0.5440
F 0.541632 -4.553284 -4.984737 0.2580 -0.3950 -0.0783 -0.3164
C 1.348172 -5.254574 -4.154047 0.1933 -0.1788 0.5566 0.1830
C 1.604622 -6.604714 -4.358027 0.1211 -0.3501 -0.4549 -0.5340
C 2.385542 -7.291934 -3.441607 -0.4089 -0.2582 0.9132 -0.5621
C 2.801182 -6.660734 -2.277367 1.0676 -0.3394 -0.3600 -0.4801
C 2.617222 -5.332914 -2.129947 -0.8888 2.4030 -0.0516 -0.5305
C 1.869392 -4.586184 -3.064657 -0.2041 -0.6240 -0.0903 0.0928
H 1.226212 -7.124084 -5.226047 -0.1275 0.1117 -0.1035 0.4334
H 2.602042 -8.349574 -3.472257 -0.1587 -0.1070 -0.7071 0.3672
H 3.448892 -7.073204 -1.517937 -0.1552 -0.8150 -0.1382 0.4274
H 3.032162 -4.874434 -1.244497 -0.0859 0.3765 -0.0085 0.3748
H 1.561872 -3.551874 -3.019507 0.4681 0.1842 0.5042 0.6264
F 1.321632 5.574566 5.798503 0.7993 0.3752 1.0851 -0.3624
C 0.535712 5.035966 4.890383 -0.9223 0.2744 -1.3388 0.3104
C 0.104972 5.860326 3.847753 0.5729 0.5931 0.0873 -0.5956
C -0.707108 5.393496 2.844533 0.4085 -0.3072 0.3794 -0.6362
C -1.029138 4.052696 2.897523 -0.8039 -0.1026 -1.0750 -0.6100
C -0.580238 3.218826 3.887023 -0.8899 0.2975 0.7571 0.5826
C 0.150172 3.723946 4.970403 0.2489 -0.8357 -0.7127 -0.1658
H 0.461172 6.876306 3.762323 0.0996 0.1402 0.4388 0.4354
H -1.020968 6.056736 2.052063 -0.1168 -0.0911 -0.0627 0.4449
H -1.693518 3.632036 2.157213 0.0030 -0.0114 -0.1668 0.5509
H -1.046528 2.245076 3.859313 0.6034 -0.3902 0.2968 -0.4263
H 0.500282 3.066226 5.752223 -0.0097 0.1043 0.2109 0.4706
F -0.797448 2.058956 0.502543 0.3717 0.1432 0.2612 -0.2120
C -0.459438 0.848636 0.005803 0.0498 -0.2623 -0.4193 -0.1940
C 0.307072 0.767336 -1.133537 1.0023 -0.7167 -1.5456 0.3903
C 0.541832 -0.471164 -1.768297 -1.4125 -0.0284 1.8577 -0.1494
C -0.015228 -1.619564 -1.160257 0.7941 0.2324 -0.4677 -1.3380
C -0.759818 -1.536334 0.007803 1.0620 1.2479 0.5457 -0.8549
C -0.936438 -0.278644 0.612163 -0.8040 -1.1147 -0.0284 1.1723
H 0.863862 1.578106 -1.579687 -0.4228 0.6636 0.2527 0.4840
H 1.128432 -0.522314 -2.673657 0.1383 -0.0331 0.0843 0.4128
H 0.298592 -2.583104 -1.533767 -0.3593 -0.1719 -0.1751 -0.1041
H -0.990818 -2.390304 0.627283 -0.4144 -0.2752 -0.4719 0.7079
H -1.495308 -0.241524 1.535563 -0.0272 0.3135 0.0045 -0.3582
F 2.259712 -0.241084 -6.258057 -0.4390 1.4027 -0.8739 -0.2308
C 1.938062 1.062386 -6.663597 -0.2161 0.0289 1.1163 0.3121
C 2.311562 1.542356 -7.898417 0.9000 0.3725 -0.6950 -0.4794
C 2.080722 2.890056 -8.267377 -0.6149 -0.9446 1.8814 -0.5379
C 1.432302 3.688506 -7.320797 -0.0441 -0.6777 -1.2612 -0.5413
C 1.040442 3.196076 -6.071277 -0.0454 0.3580 -0.9747 -0.4559
C 1.267882 1.868556 -5.729767 0.2532 -0.0568 -0.5250 -0.0997
H 2.886262 0.913166 -8.561927 -0.1016 -0.2527 -0.0654 0.3729
H 2.346902 3.319836 -9.221757 0.1025 -0.3431 -0.0894 0.4078
H 1.079782 4.618946 -7.740827 0.1326 0.5393 0.7419 0.3387
H 0.500642 3.924656 -5.484607 -0.1045 -0.4378 0.6062 0.3987
H 0.902472 1.446496 -4.805247 0.1282 -0.0250 0.1232 0.5202
F 3.626922 -1.776974 1.159003 -0.1301 1.7181 -0.1657 -0.3715
C 3.281892 -0.442044 1.369093 -0.7276 -0.5227 2.4243 0.3120
C 2.836062 -0.093504 2.667393 -0.7774 0.0045 -0.9995 -0.7834
C 2.273112 1.183296 2.901703 1.6150 -1.2958 0.0841 -0.0556
C 2.469592 2.183706 1.965293 -0.2631 0.2041 -1.1243 -0.0790
C 3.013792 1.860496 0.718223 -0.4409 -1.2913 0.0032 -0.3727
C 3.312262 0.523226 0.408333 1.2331 0.2067 -0.4586 -0.4007
H 2.812512 -0.847154 3.440603 -0.0968 -0.0967 0.0305 0.5187
H 1.845962 1.345006 3.880373 -0.1166 0.2757 -0.0260 0.3339
H 2.134582 3.196006 2.136793 -0.0685 0.1005 0.2158 0.2992
H 3.125542 2.503816 -0.142037 0.0056 0.7170 0.3267 0.2471
H 3.782542 0.275376 -0.531777 -0.3059 0.1631 -0.3037 0.2796
```
Forces are in eV/Å.

For the orbital gap, the calculation gives 8.304 eV. For the total energy, the calculation gives -3912.90364 a.u. As for the HOMO energy: -0.285 Eh.